No. 1
Here is a cluster of 2 separate species, C4H5NO in total from the Open Molecules 2025 dataset. Energies are from ωB97M-V/def2-TZVPD.

Results
Maximum force   1.3 eV/A
Relative energy (zero: lowest compared OMol25 entry of this formula, charge and spin)   453.2 kJ/mol
Kohn-Sham gap   10.11 eV
SMILES   O=c1cc1.C=N
E   -285.241963 hartree

The geometry in ORCA input format:
```
! wB97M-V def2-TZVPD RIJCOSX def2/J DEFGRID3
* xyz 0 1
O -0.007 1.979 -0.941
C -0.014 0.839 -1.254
C 0.447 -0.823 -1.143
C -0.267 -0.208 -2.095
H 0.732 -1.885 -1.282
H -0.648 -0.341 -3.088
C 0.150 -0.256 1.997
N -0.442 0.649 1.346
H 0.603 -1.074 1.433
H 0.237 -0.279 3.085
H -0.793 1.398 1.941
*
```

What are the Mulliken partial charges on each atom? They are as follows, in elementary charge units: -0.422, 0.569, -0.408, -0.448, 0.347, 0.372, -0.251, -0.361, 0.146, 0.255, 0.201

=====

No. 2
Here is a cluster of 3 separate species, C4H10O3 in total from the Open Molecules 2025 dataset. Energies are from ωB97M-V/def2-TZVPD.

Results
Maximum force   2.1 eV/A
Relative energy (zero: lowest compared OMol25 entry of this formula, charge and spin)   336.3 kJ/mol
Kohn-Sham gap   8.97 eV
SMILES   C=CC(=C)O.O.O
E   -384.021514 hartree

The geometry in ORCA input format:
```
! wB97M-V def2-TZVPD RIJCOSX def2/J DEFGRID3
* xyz 0 1
C 0.264 0.463 -1.552
C -0.914 0.727 -0.934
C -1.692 -0.116 -0.003
C -2.925 -0.520 -0.393
O -1.275 -0.219 1.288
H 1.093 0.117 -0.929
H 0.469 0.989 -2.486
H -1.384 1.706 -1.087
H -3.448 -1.390 -0.027
H -3.176 -0.061 -1.339
H -0.525 0.387 1.458
O 1.079 1.544 1.652
H 1.901 2.013 1.874
H 0.897 1.592 0.692
O 3.131 -2.185 0.297
H 3.998 -2.466 0.598
H 2.508 -2.582 0.892
*
```

What are the Mulliken partial charges on each atom? They are as follows, in elementary charge units: -0.494, -0.720, 0.828, -0.893, -0.508, 0.251, 0.248, 0.348, 0.292, 0.275, 0.479, -0.701, 0.308, 0.283, -0.623, 0.311, 0.315

=====

No. 3
Here is a cluster of 2 separate species, C2H6N3S2 in total from the Open Molecules 2025 dataset. Energies are from ωB97M-V/def2-TZVPD.

Results
Maximum force   5.0 eV/A
Relative energy (zero: lowest compared OMol25 entry of this formula, charge and spin)   183.6 kJ/mol
Kohn-Sham gap   8.66 eV
E   -1040.142192 hartree

The geometry in ORCA input format:
```
! wB97M-V def2-TZVPD RIJCOSX def2/J DEFGRID3
* xyz 1 1
C 0.472 -0.228 -0.213
C -2.617 -0.052 -0.124
N 1.625 -0.830 -0.624
N 0.464 0.054 1.075
N -0.571 0.070 -0.882
S -3.203 -1.454 -0.240
S -2.791 1.531 0.177
H 2.474 -0.934 0.004
H 1.859 -0.866 -1.593
H 1.305 -0.071 1.553
H -0.370 0.420 1.723
H -0.471 0.005 -1.944
H -4.062 1.346 0.535
*
```

What are the Mulliken partial charges on each atom? They are as follows, in elementary charge units: 0.696, 0.513, -0.439, -0.359, -0.516, -0.063, -0.020, 0.223, 0.221, 0.144, 0.230, 0.149, 0.221

=====

No. 4
Here is an isolated molecule of C8H10N4O3 from the Open Molecules 2025 dataset. Energies are from ωB97M-V/def2-TZVPD.

Results
Maximum force   4.8 eV/A
Relative energy (zero: lowest compared OMol25 entry of this formula, charge and spin)   47.8 kJ/mol
Kohn-Sham gap   9.52 eV
SMILES   Cn1c(=O)n2n(c1=O)[C@@H](C(N)=O)C=CC2
E   -755.565304 hartree

The geometry in ORCA input format:
```
! wB97M-V def2-TZVPD RIJCOSX def2/J DEFGRID3
* xyz 0 1
C -0.724 1.615 -2.851
N -0.471 1.026 -1.581
C -1.312 1.356 -0.462
O -2.187 2.195 -0.384
N -0.959 0.549 0.540
N 0.056 -0.306 0.006
C 0.258 -0.069 -1.291
O 1.024 -0.648 -2.032
C 0.564 -1.431 0.720
C 2.202 -1.182 1.028
N 2.906 -1.008 -0.108
O 2.551 -1.229 2.156
C -0.180 -1.470 2.033
C -0.978 -0.563 2.599
C -1.041 0.833 1.923
H -1.149 0.855 -3.689
H -1.475 2.359 -2.910
H 0.201 1.898 -3.151
H 0.386 -2.261 0.168
H 2.344 -0.839 -0.923
H 3.903 -0.916 -0.086
H -0.073 -2.389 2.694
H -1.474 -0.484 3.551
H -1.934 1.311 2.069
H -0.196 1.550 2.308
*
```

What are the Mulliken partial charges on each atom? They are as follows, in elementary charge units: -0.962, 0.035, 0.516, -0.659, -0.102, 0.070, 0.588, -0.768, -0.020, 0.537, -0.273, -0.568, -0.412, -0.554, -0.797, 0.263, 0.388, 0.377, 0.491, 0.192, 0.218, 0.260, 0.403, 0.540, 0.237

=====

No. 5
Here is an isolated molecule of C4H9NO2 from the Open Molecules 2025 dataset. Energies are from ωB97M-V/def2-TZVPD.

Results
Maximum force   2.6 eV/A
Relative energy (zero: lowest compared OMol25 entry of this formula, charge and spin)   424.6 kJ/mol
Kohn-Sham gap   9.06 eV
E   -362.923825 hartree

The geometry in ORCA input format:
```
! wB97M-V def2-TZVPD RIJCOSX def2/J DEFGRID3
* xyz 0 1
C 1.567 -0.055 -1.201
N 1.810 0.192 0.270
C 1.113 0.650 1.332
O -0.170 0.936 1.306
C -1.126 0.784 0.254
C -1.801 -0.570 0.394
O -0.924 -1.653 0.164
H 2.198 -0.849 -1.595
H 0.562 -0.395 -1.477
H 1.749 0.826 -1.811
H 2.643 0.532 0.790
H -1.845 1.589 0.419
H -0.682 0.926 -0.732
H -2.260 -0.631 1.393
H -2.597 -0.654 -0.352
H -0.238 -1.628 0.846
*
```

What are the Mulliken partial charges on each atom? They are as follows, in elementary charge units: -0.689, -0.037, -0.508, -0.176, -0.431, -0.387, -0.520, 0.297, 0.236, 0.318, 0.378, 0.335, 0.236, 0.301, 0.327, 0.319

=====

No. 6
Here is an isolated molecule of C5H8N2 from the Open Molecules 2025 dataset. Energies are from ωB97M-V/def2-TZVPD.

Results
Maximum force   3.7 eV/A
Relative energy (zero: lowest compared OMol25 entry of this formula, charge and spin)   74.4 kJ/mol
Kohn-Sham gap   10.00 eV
SMILES   Cc1ccn(C)n1
E   -304.807158 hartree

The geometry in ORCA input format:
```
! wB97M-V def2-TZVPD RIJCOSX def2/J DEFGRID3
* xyz 0 1
C 0.150 2.480 -0.360
C 0.240 0.995 -0.248
C 1.288 0.163 -0.696
C 0.887 -1.068 -0.315
N -0.345 -0.985 0.236
C -1.120 -2.010 0.903
N -0.740 0.293 0.313
H 0.131 2.798 -1.409
H 1.010 2.965 0.115
H -0.762 2.834 0.125
H 2.196 0.436 -1.206
H 1.016 -2.108 -0.665
H -0.810 -2.997 0.550
H -2.177 -1.853 0.679
H -0.971 -1.950 1.985
*
```

What are the Mulliken partial charges on each atom? They are as follows, in elementary charge units: -1.006, 0.643, -0.684, -0.281, 0.653, -0.721, -0.916, 0.255, 0.267, 0.305, 0.368, 0.286, 0.280, 0.267, 0.285

=====

No. 7
Here is a structure of composition C14H37BeN3O7 from the Open Molecules 2025 dataset. Energies are from ωB97M-V/def2-TZVPD.

Results
Maximum force   2.4 eV/A
Relative energy (zero: lowest compared OMol25 entry of this formula, charge and spin)   882.8 kJ/mol
Kohn-Sham gap   2.75 eV
E   -1260.902209 hartree

The geometry in ORCA input format:
```
! wB97M-V def2-TZVPD RIJCOSX def2/J DEFGRID3
* xyz 0 1
Be -20.070 -23.331 -5.686
C -21.490 -28.074 -7.880
O -22.298 -27.088 -7.965
O -20.372 -27.822 -7.398
O -21.834 -29.127 -8.430
C -22.658 -26.844 -0.306
C -21.701 -25.876 0.486
C -21.412 -26.339 1.957
O -20.820 -25.292 2.686
C -20.319 -25.577 4.042
N -20.505 -25.735 -0.255
H -22.216 -27.836 -0.397
H -22.895 -26.491 -1.310
H -23.580 -27.048 0.237
H -22.140 -24.886 0.605
H -20.709 -27.166 2.056
H -22.348 -26.680 2.400
H -21.195 -25.733 4.671
H -19.723 -24.730 4.382
H -19.623 -26.416 4.043
H -20.247 -26.703 -0.386
H -19.872 -25.419 0.465
C -19.791 -21.038 -12.330
C -19.298 -21.731 -11.054
C -17.857 -21.325 -10.691
O -17.550 -21.967 -9.503
C -16.167 -22.130 -9.258
N -20.304 -21.371 -10.072
H -19.710 -19.959 -12.463
H -20.815 -21.350 -12.536
H -19.207 -21.490 -13.133
H -19.329 -22.810 -11.200
H -17.850 -20.237 -10.621
H -17.197 -21.622 -11.507
H -15.908 -22.952 -8.591
H -15.865 -21.243 -8.702
H -15.522 -22.171 -10.136
H -21.083 -21.983 -10.267
H -20.707 -20.472 -10.293
C -16.769 -17.100 -3.856
C -16.864 -18.638 -3.864
C -15.951 -19.416 -2.795
O -16.028 -20.834 -3.130
C -15.212 -21.709 -2.314
N -18.234 -19.093 -3.774
H -17.145 -16.631 -2.947
H -17.339 -16.762 -4.722
H -15.724 -16.797 -3.907
H -16.447 -18.836 -4.852
H -16.255 -19.160 -1.780
H -14.921 -19.058 -2.771
H -15.298 -22.689 -2.782
H -15.544 -21.872 -1.288
H -14.164 -21.410 -2.312
H -18.718 -18.405 -4.332
H -18.542 -18.843 -2.845
C -26.169 -21.080 -5.104
O -25.127 -21.584 -4.308
H -26.844 -20.563 -4.422
H -25.795 -20.450 -5.911
H -26.709 -21.893 -5.589
H -25.446 -21.682 -3.408
*
```

What are the Mulliken partial charges on each atom? They are as follows, in elementary charge units: 0.087, 0.844, -0.291, -0.321, -0.336, -1.368, 0.307, -0.727, -0.332, -0.684, -0.665, 0.358, 0.351, 0.365, 0.278, 0.322, 0.401, 0.277, 0.243, 0.296, 0.290, 0.290, -1.604, 0.551, -0.778, -0.270, -0.763, -0.689, 0.365, 0.423, 0.424, 0.337, 0.278, 0.353, 0.249, 0.290, 0.322, 0.255, 0.266, -1.482, 0.376, -0.754, -0.242, -0.759, -0.579, 0.344, 0.401, 0.376, 0.209, 0.354, 0.376, 0.244, 0.294, 0.298, 0.275, 0.273, -0.459, -0.489, 0.227, 0.198, 0.215, 0.308

=====

No. 8
Here is an isolated molecule of C2H6N2O from the Open Molecules 2025 dataset. Energies are from ωB97M-V/def2-TZVPD.

Results
Maximum force   1.3 eV/A
Relative energy (zero: lowest compared OMol25 entry of this formula, charge and spin)   445.7 kJ/mol
Kohn-Sham gap   7.67 eV
E   -264.417550 hartree

The geometry in ORCA input format:
```
! wB97M-V def2-TZVPD RIJCOSX def2/J DEFGRID3
* xyz 0 1
C -0.037 -0.206 -0.816
N 0.183 -1.118 -1.775
C -0.109 0.397 1.293
O -0.813 -0.528 0.188
N -0.685 1.548 1.450
H 0.056 -2.096 -1.566
H 0.624 -0.859 -2.641
H -0.360 2.017 2.292
H 0.048 0.839 -1.117
H 0.942 0.313 0.598
H 0.152 -0.307 2.094
*
```

What are the Mulliken partial charges on each atom? They are as follows, in elementary charge units: -0.074, -0.318, -0.048, -0.374, -0.713, 0.249, 0.234, 0.200, 0.374, 0.116, 0.355